1.
DFT (ωB97M-V/def2-TZVPD) results for a molecular structure, C38H72F18Li2N7O12S6 in a non-equilibrium geometry.

```
155
Properties=species:S:1:pos:R:3
Li -7.028 0.441 1.930
Li 1.426 -1.631 2.230
C 1.679 -4.540 7.578
C 2.772 -5.244 8.222
C 3.722 -4.321 9.097
N 5.064 -5.034 9.499
C 4.859 -6.557 9.870
C 5.794 -4.298 10.655
C 6.414 -3.046 10.086
C 6.652 -3.442 8.591
C 6.131 -4.920 8.368
H 2.004 -3.506 7.455
H 0.751 -4.681 8.132
H 1.464 -4.903 6.573
H 3.387 -5.724 7.461
H 2.338 -6.022 8.850
H 3.208 -4.153 10.043
H 3.889 -3.380 8.572
H 4.132 -6.588 10.682
H 5.842 -6.958 10.116
H 4.311 -7.026 9.052
H 6.622 -4.948 10.941
H 5.035 -4.222 11.434
H 7.310 -2.731 10.622
H 5.650 -2.270 10.120
H 7.734 -3.547 8.502
H 6.223 -2.764 7.853
H 6.847 -5.688 8.661
H 5.597 -5.128 7.441
C 4.642 10.260 -2.501
C 4.953 8.869 -1.904
C 3.648 8.309 -1.311
N 3.791 7.080 -0.418
C 4.311 5.853 -1.258
C 2.507 6.646 0.330
C 2.950 5.807 1.580
C 4.391 6.342 1.977
C 4.680 7.344 0.873
H 3.851 10.500 -3.212
H 5.564 10.637 -2.944
H 4.508 11.040 -1.751
H 5.450 9.000 -0.942
H 5.381 8.143 -2.595
H 2.892 8.094 -2.066
H 3.284 9.040 -0.589
H 3.523 5.592 -1.964
H 4.537 5.000 -0.618
H 5.234 6.194 -1.727
H 1.855 6.103 -0.354
H 2.082 7.628 0.537
H 3.000 4.724 1.469
H 2.324 6.045 2.440
H 5.155 5.587 2.158
H 4.333 6.920 2.900
H 5.744 7.418 0.647
H 4.368 8.313 1.261
C 0.358 0.901 -11.047
C -1.022 1.518 -10.925
C -1.333 1.934 -9.432
N -2.853 2.307 -9.195
C -3.451 3.202 -10.187
C -3.748 1.082 -9.098
C -4.034 0.843 -7.639
C -4.056 2.172 -7.118
C -2.964 3.001 -7.804
H 0.530 0.706 -12.105
H 0.399 -0.011 -10.451
H 1.136 1.538 -10.626
H -1.845 0.891 -11.269
H -1.102 2.381 -11.586
H -0.867 2.884 -9.172
H -1.185 1.151 -8.688
H -4.429 3.448 -9.773
H -3.642 2.700 -11.136
H -2.810 4.079 -10.270
H -4.766 1.338 -9.390
H -3.366 0.186 -9.588
H -4.971 0.337 -7.408
H -3.222 0.281 -7.178
H -4.968 2.733 -7.325
H -3.989 2.190 -6.030
H -3.093 4.080 -7.719
H -2.034 2.748 -7.295
C -6.233 -8.234 3.866
C -5.394 -7.244 2.941
C -4.669 -7.957 1.830
N -3.887 -7.034 0.764
C -2.858 -6.106 1.462
C -4.902 -6.241 -0.036
C -4.951 -6.750 -1.557
C -4.176 -8.078 -1.453
C -3.140 -7.886 -0.286
H -6.863 -8.902 3.277
H -6.914 -7.830 4.616
H -5.642 -9.013 4.347
H -4.750 -6.638 3.578
H -6.081 -6.561 2.442
H -5.376 -8.481 1.186
H -3.850 -8.565 2.213
H -2.070 -6.653 1.981
H -3.420 -5.450 2.127
H -2.458 -5.462 0.679
H -4.489 -5.232 -0.034
H -5.912 -6.232 0.373
H -4.386 -6.099 -2.225
H -5.895 -6.895 -2.081
H -3.695 -8.504 -2.333
H -4.867 -8.821 -1.056
H -2.188 -7.410 -0.523
H -2.867 -8.822 0.201
C 5.656 0.632 -6.072
F 4.574 0.012 -5.617
F 5.976 1.535 -5.184
F 6.643 -0.246 -6.258
S 5.177 1.557 -7.668
O 5.575 0.680 -8.786
O 3.756 1.901 -7.551
N 6.311 2.928 -7.798
S 5.334 4.119 -7.491
O 4.216 4.257 -8.406
O 5.080 4.246 -6.078
C 6.381 5.669 -7.988
F 6.459 5.734 -9.335
F 5.755 6.815 -7.466
F 7.659 5.561 -7.465
C -6.932 -1.636 5.479
F -7.954 -2.474 5.121
F -6.184 -1.407 4.411
F -6.278 -2.240 6.507
S -7.508 0.128 5.949
O -6.385 0.845 6.466
O -8.645 -0.024 6.878
N -7.960 0.700 4.560
S -8.388 2.367 5.038
O -8.456 2.720 6.471
O -9.447 2.909 4.181
C -6.811 3.328 4.401
F -5.657 3.211 5.183
F -7.164 4.571 4.401
F -6.406 2.939 3.187
C 0.243 0.654 -1.314
F 1.147 -0.363 -1.282
F 0.644 1.699 -0.724
F -0.220 0.954 -2.556
S -1.311 0.013 -0.422
O -2.363 0.939 -0.749
O -1.555 -1.394 -0.907
N -0.783 -0.011 1.308
S -1.711 1.030 1.974
O -1.321 2.434 1.705
O -3.141 0.646 1.989
C -1.014 0.766 3.826
F -1.152 -0.499 4.105
F 0.313 1.049 3.842
F -1.681 1.570 4.642
```

Results
* energy relative to the best compared isomer or geometry (same formula, charge and spin): 634.3 kJ/mol
* total charge: +3
* calculated total energy: -6977.80936 hartree
* 2S+1: 1



2.
DFT (ωB97M-V/def2-TZVPD) results for 15 unconnected molecules or ions with the total composition C38H72N13O3 in a non-equilibrium geometry.

```
126
Properties=species:S:1:pos:R:3
C -2.208 1.521 0.950
C -1.227 0.369 1.174
C -1.041 -0.559 -0.023
N 0.030 -1.550 0.062
C 0.037 -2.367 1.274
C 1.339 -0.889 -0.141
C 1.939 -1.454 -1.415
C 1.328 -2.855 -1.594
C -0.058 -2.587 -1.114
H -2.800 1.200 -0.023
H -1.837 2.477 0.929
H -2.870 1.454 1.475
H -1.595 -0.145 2.215
H -0.213 0.818 1.440
H -1.136 0.030 -0.975
H -2.163 -1.031 -0.132
H 0.557 -3.265 1.242
H -0.823 -2.630 1.689
H 0.384 -1.678 2.051
H 2.025 -1.282 0.651
H 1.264 0.234 -0.228
H 3.077 -1.548 -1.416
H 1.893 -1.029 -2.351
H 1.928 -3.496 -0.912
H 1.548 -3.127 -2.560
H -0.593 -3.433 -0.538
H -0.481 -2.137 -1.961
C -1.034 1.858 4.427
C -2.322 1.032 4.645
N -3.250 0.394 4.840
H -0.959 2.536 3.512
H -0.743 2.370 5.325
H -0.189 1.173 4.190
C -3.024 -4.775 -2.247
C -2.232 -4.371 -3.435
N -1.614 -4.118 -4.384
H -4.188 -4.791 -2.315
H -2.863 -5.838 -1.876
H -2.730 -4.362 -1.156
C 1.656 -3.107 -5.868
C 0.941 -1.837 -5.357
N 0.383 -0.839 -4.985
H 2.313 -2.846 -6.617
H 2.244 -3.552 -5.127
H 0.937 -3.766 -6.477
C 4.772 1.645 3.170
C 3.360 1.247 3.113
N 2.194 0.995 3.031
H 5.340 1.221 4.055
H 5.294 1.131 2.294
H 4.801 2.611 3.430
C -3.140 -0.600 -4.648
C -3.493 -0.681 -3.130
N -3.575 -0.608 -1.997
H -2.864 -1.538 -4.809
H -3.994 -0.138 -5.247
H -2.185 0.174 -4.824
C -5.651 -0.424 2.250
C -4.918 -1.634 1.809
N -4.221 -2.462 1.374
H -5.913 -0.428 3.244
H -4.980 0.553 2.455
H -6.526 -0.207 1.579
C 6.074 -3.042 -3.476
C 5.522 -3.364 -4.864
N 5.146 -3.624 -5.922
H 5.253 -2.864 -2.882
H 6.614 -3.726 -3.087
H 6.701 -2.057 -3.233
C -0.707 -6.913 3.399
C -0.260 -6.204 2.185
N -0.008 -5.738 1.182
H -1.795 -6.855 3.352
H -0.169 -7.996 3.360
H -0.358 -6.144 3.992
C -2.708 -2.999 4.782
C -1.327 -3.302 4.343
N -0.221 -3.579 4.156
H -3.488 -3.747 4.533
H -2.839 -2.950 5.728
H -3.208 -2.133 4.253
C -3.303 2.428 -3.180
C -2.564 2.721 -4.492
N -2.081 2.886 -5.646
H -3.454 3.462 -2.749
H -4.323 2.027 -3.393
H -2.822 1.600 -2.611
C -5.359 3.762 1.596
C -5.343 2.694 0.551
N -5.402 1.943 -0.327
H -4.923 3.215 2.345
H -4.755 4.706 1.480
H -6.280 4.311 1.920
C 0.286 5.465 0.696
C 0.225 6.462 1.993
N 0.203 7.211 2.823
H -0.524 4.598 0.806
H 0.055 6.042 -0.321
H 1.354 5.016 0.626
C -2.280 4.620 0.077
C -2.294 5.842 0.976
O -1.025 6.284 1.253
H -2.039 4.921 -0.927
H -3.343 4.197 0.078
H -1.566 3.857 0.531
H -2.598 5.607 1.956
H -2.950 6.645 0.559
H -0.847 7.086 0.598
C 3.192 2.857 -0.170
C 3.849 2.601 -1.518
O 3.921 1.156 -1.840
H 2.145 2.768 -0.171
H 3.283 3.997 0.132
H 3.735 2.168 0.669
H 4.879 3.168 -1.620
H 3.298 2.999 -2.172
H 4.299 1.047 -2.730
C 7.464 -0.527 1.365
C 6.607 0.089 0.258
O 5.279 -0.425 0.328
H 8.471 -0.217 1.147
H 7.567 -1.515 1.522
H 7.257 -0.250 2.337
H 7.014 -0.479 -0.533
H 6.735 1.117 0.387
H 4.804 0.017 -0.422
```

Results
* energy relative to the best compared isomer or geometry (same formula, charge and spin): 0.0 kJ/mol
* total charge: +1
* calculated total energy: -2427.45946 hartree
* 2S+1: 1



3.
DFT (ωB97M-V/def2-TZVPD) results for 4 unconnected molecules or ions with the total composition C38H73FN3O3PS in a non-equilibrium geometry.

```
120
Properties=species:S:1:pos:R:3
C 4.320 -4.855 -0.259
C 2.820 -5.156 -0.229
C 2.010 -4.025 -0.875
C 0.504 -4.315 -0.967
N -0.341 -3.616 0.019
C -0.265 -2.219 0.031
C 0.355 -1.496 1.077
C 0.943 -2.264 2.235
C -0.122 -2.625 3.270
O -0.526 -1.500 4.049
C 0.415 -0.091 1.030
P 1.469 0.740 2.259
S 3.379 0.361 2.047
C -0.182 0.661 0.003
C -0.159 2.174 -0.074
C -0.846 2.891 1.092
F -0.016 3.897 1.603
C -0.801 -0.077 -0.997
C -0.835 -1.469 -0.995
C -1.609 -1.898 -2.200
O -1.617 -2.951 -2.770
N -2.300 -0.739 -2.675
C -3.760 -0.691 -2.654
C -4.367 -0.853 -1.257
C -4.356 -2.291 -0.706
C -5.744 -2.927 -0.667
N -5.625 -4.384 -0.517
C -1.578 0.383 -2.196
O -1.574 1.461 -2.726
H 4.587 -4.438 -1.235
H 4.568 -4.091 0.481
H 4.924 -5.745 -0.085
H 2.605 -6.084 -0.764
H 2.487 -5.244 0.811
H 2.395 -3.837 -1.883
H 2.201 -3.106 -0.309
H 0.128 -4.073 -1.957
H 0.317 -5.382 -0.818
H -0.214 -4.002 0.942
H 1.356 -3.204 1.857
H 1.776 -1.723 2.685
H -1.001 -3.027 2.752
H 0.249 -3.388 3.956
H -1.347 -1.160 3.681
H 1.221 2.106 2.134
H 0.958 0.399 3.517
H -0.676 2.460 -0.986
H 0.871 2.526 -0.179
H -1.070 2.219 1.926
H -1.758 3.391 0.767
H -4.166 -1.429 -3.349
H -4.045 0.286 -3.053
H -5.406 -0.515 -1.336
H -3.855 -0.176 -0.568
H -3.706 -2.955 -1.281
H -3.953 -2.291 0.311
H -6.289 -2.668 -1.584
H -6.303 -2.574 0.201
H -5.462 -4.838 -1.404
H -6.439 -4.784 -0.076
C -2.864 -1.260 10.613
C -3.946 -1.022 9.564
C -3.984 -2.093 8.475
C -2.708 -2.203 7.637
C -2.287 -0.917 6.930
C -3.314 -0.416 5.919
H -1.866 -1.244 10.174
H -2.894 -0.489 11.384
H -3.003 -2.226 11.102
H -3.810 -0.034 9.116
H -4.921 -0.998 10.059
H -4.838 -1.901 7.818
H -4.179 -3.065 8.940
H -2.853 -2.988 6.887
H -1.884 -2.544 8.270
H -1.345 -1.100 6.411
H -2.085 -0.132 7.665
H -3.505 -1.174 5.154
H -2.958 0.487 5.418
H -4.267 -0.170 6.389
C -0.447 4.524 -3.777
C -1.506 5.020 -4.757
C -1.618 4.155 -6.012
C -0.352 4.099 -6.868
C 0.160 5.455 -7.350
C -0.829 6.197 -8.245
H 0.552 4.545 -4.216
H -0.422 5.151 -2.883
H -0.663 3.501 -3.468
H -1.300 6.059 -5.030
H -2.477 5.026 -4.255
H -2.454 4.517 -6.618
H -1.882 3.136 -5.714
H -0.551 3.466 -7.739
H 0.444 3.598 -6.310
H 1.090 5.298 -7.901
H 0.419 6.084 -6.493
H -1.075 5.602 -9.127
H -0.411 7.145 -8.587
H -1.759 6.420 -7.720
C 4.318 2.658 -0.994
C 4.626 1.758 -2.187
C 5.579 0.614 -1.846
C 6.966 1.053 -1.372
C 7.728 1.942 -2.353
C 8.019 1.266 -3.689
H 5.213 3.154 -0.615
H 3.605 3.438 -1.270
H 3.889 2.068 -0.182
H 5.028 2.356 -3.010
H 3.691 1.326 -2.557
H 5.680 -0.038 -2.719
H 5.125 -0.001 -1.062
H 7.562 0.157 -1.168
H 6.875 1.575 -0.416
H 8.674 2.236 -1.890
H 7.175 2.869 -2.526
H 8.603 0.354 -3.544
H 8.588 1.926 -4.346
H 7.100 0.996 -4.213
```

Results
* structure (SMILES): CCCCNc1c(CCO)c([PH2]=S)c(CCF)c2c1C(=O)N(CCCCN)C2=O.CCCCCC.CCCCCC.CCCCCC
* calculated total energy: -2721.12492 hartree
* 2S+1: 1



| no. | E_LUMO (eV) | HOMO level (eV) |
| --- | --- | --- |
| 1 | -7.63 | -11.21 |
| 2 | -1.99 | -10.21 |
| 3 | -0.72 | -8.77 |